1.
{
  "formula": "C2H2N3O2",
  "method": "ωB97M-V/def2-TZVPD",
  "energy_ha": -391.73924,
  "multiplicity": 1,
  "lumo_energy_ev": [-6.99, -6.99],
  "charge": 1,
  "e_above_lowest_ev": 0.246,
  "homo_ev": [-16.467, -16.466],
  "symbols": ["C", "C", "N", "N", "N", "O", "O", "H", "H"],
  "xyz": [[0.033, 0.941, 0.398], [-2.946, 2.327, 2.233], [-0.380, 2.614, 2.091], [-0.100, 1.767, 1.438], [-0.207, -0.349, 0.484], [-4.046, 2.541, 2.435], [0.029, -0.915, -0.679], [0.330, 1.367, -0.538], [0.048, -1.830, -0.434]],
  "mulliken_charge": [-0.037, 0.104, -0.139, 0.620, -0.128, -0.076, -0.218, 0.442, 0.432]
}



2.
{
  "formula": "C2H2N3O2",
  "method": "ωB97M-V/def2-TZVPD",
  "energy_ha": -391.73233,
  "multiplicity": 1,
  "lumo_energy_ev": -6.83,
  "charge": 1,
  "e_above_lowest_ev": 0.434,
  "homo_ev": -16.605,
  "symbols": ["C", "C", "N", "N", "N", "O", "O", "H", "H"],
  "xyz": [[0.766, -0.368, 0.472], [-1.747, 1.645, 0.203], [-0.244, 0.451, 2.478], [0.096, -0.074, 1.583], [0.309, -1.141, -0.501], [-2.324, 2.129, -0.633], [0.939, -1.139, -1.619], [1.609, 0.197, 0.315], [0.595, -1.702, -2.299]],
  "mulliken_charge": [-0.092, 0.082, -0.120, 0.598, -0.065, -0.079, -0.212, 0.475, 0.414]
}



3.
{
  "formula": "C2H2N3O2S",
  "method": "ωB97M-V/def2-TZVPD",
  "energy_ha": -790.41493,
  "smiles": "O=c1[nH]c(=O)n([S-])[nH]1",
  "multiplicity": 1,
  "lumo_energy_ev": 3.71,
  "charge": -1,
  "e_above_lowest_ev": 0.000,
  "homo_ev": -2.554,
  "symbols": ["O", "C", "N", "C", "O", "N", "S", "N", "H", "H"],
  "xyz": [[1.100, -1.445, -0.594], [0.441, -0.486, -0.262], [0.615, 0.317, 0.834], [-0.436, 1.216, 1.020], [-0.436, 2.038, 1.911], [-1.292, 1.003, -0.153], [-2.554, 1.934, -0.682], [-0.667, -0.016, -0.855], [1.189, -0.072, 1.567], [-1.331, -0.509, -1.382]],
  "mulliken_charge": [-0.689, 0.361, -0.078, 0.279, -0.630, -0.005, -0.617, -0.084, 0.246, 0.217]
}



4.
{
  "formula": "C2H2N3O4",
  "method": "ωB97M-V/def2-TZVPD",
  "energy_ha": -542.58591,
  "smiles": "N#CC(O)(O)N=[N+]([O-])[O-]",
  "multiplicity": 1,
  "lumo_energy_ev": 3.96,
  "charge": -1,
  "e_above_lowest_ev": 1.912,
  "homo_ev": -5.383,
  "symbols": ["N", "C", "C", "O", "O", "N", "N", "O", "O", "H", "H"],
  "xyz": [[-3.403, -1.388, 0.218], [-2.393, -0.900, -0.002], [-1.050, -0.404, -0.135], [-0.774, 0.395, 0.934], [-1.054, 0.410, -1.413], [-0.231, -1.671, -0.360], [0.956, -1.741, 0.135], [1.546, -2.738, -0.139], [1.447, -0.891, 0.889], [0.137, 0.101, 1.142], [-0.849, -0.195, -2.144]],
  "mulliken_charge": [-0.513, 0.139, 0.889, -0.583, -0.587, -0.881, 1.290, -0.744, -0.801, 0.460, 0.331]
}



5.
{
  "formula": "C2H2N3P",
  "method": "ωB97M-V/def2-TZVPD",
  "energy_ha": -582.94442,
  "smiles": "N#CN(P)C#N",
  "multiplicity": 1,
  "lumo_energy_ev": -0.22,
  "charge": 0,
  "e_above_lowest_ev": 1.977,
  "homo_ev": -10.557,
  "symbols": ["N", "C", "N", "P", "C", "N", "H", "H"],
  "xyz": [[-2.343, -1.294, -0.665], [-1.373, -0.813, -0.345], [-0.273, -0.173, 0.072], [1.312, -0.724, -0.450], [-0.315, 1.230, 0.137], [-0.422, 2.346, 0.367], [1.526, -1.203, 0.921], [1.889, 0.630, -0.037]],
  "mulliken_charge": [-0.347, 0.378, -0.121, -0.124, 0.371, -0.388, 0.118, 0.114]
}



6.
{
  "formula": "C2H2N3S2",
  "method": "ωB97M-V/def2-TZVPD",
  "energy_ha": -1037.55939,
  "multiplicity": 1,
  "lumo_energy_ev": -6.59,
  "charge": 1,
  "e_above_lowest_ev": 3.145,
  "homo_ev": -13.576,
  "symbols": ["C", "C", "N", "N", "N", "S", "S", "H", "H"],
  "xyz": [[-0.779, 0.386, -0.988], [-1.388, 0.648, -2.169], [0.155, -0.343, 1.116], [2.079, -0.876, 2.763], [-0.301, 0.266, 0.084], [-1.155, -0.056, -3.583], [1.258, 0.189, 2.158], [-2.219, 1.687, -2.328], [2.349, -1.901, 2.947]],
  "mulliken_charge": [0.846, -0.731, -0.523, -0.225, 0.527, 0.005, 0.435, 0.298, 0.367]
}